Entry 1:
The following is a quantum chemistry calculation of 2 unconnected molecules or ions with the total composition C7H13NO in a non-equilibrium geometry, from the Open Molecules 2025 dataset.

Each line ends with the Löwdin charge.
Element x y z (Å)
1 H -1.63 2.85 1.94  0.069
2 N -1.95 1.90 2.14  0.151
3 C -1.11 1.04 1.76  -0.399
4 C -1.21 -0.41 2.03  -0.038
5 O 0.16 1.54 1.03  -0.080
6 H -0.64 -0.65 2.93  0.092
7 H -2.25 -0.71 2.15  0.092
8 H -0.82 -1.01 1.21  0.040
9 H 1.06 1.20 1.15  0.055
10 C -1.29 -0.76 -1.69  0.020
11 C -0.43 0.15 -1.23  -0.205
12 C 1.04 0.01 -1.07  -0.340
13 C 1.73 0.04 -2.27  0.056
14 C 1.71 -0.83 -0.01  -0.082
15 H -2.28 -0.43 -1.98  0.057
16 H -1.01 -1.80 -1.85  0.065
17 H -0.72 1.20 -1.32  0.107
18 H 2.54 -0.64 -2.51  0.059
19 H 1.31 0.48 -3.17  0.060
20 H 2.38 -0.16 0.54  0.077
21 H 1.02 -1.40 0.62  0.064
22 H 2.40 -1.59 -0.40  0.079

Values from the calculation:
Kohn-Sham gap: 9.61 eV
SMILES string: [H]/N=C(/C)O.C=CC(=C)C
Multiplicity: 1
Molar mass: 127.187 g mol⁻¹
ΔE to the lowest compared entry with this formula, charge and spin: 353.9 kJ/mol
Calculated total energy: -404.3927 Eh
E_LUMO: 0.791 eV



Entry 2:
The following is a quantum chemistry calculation of 3 unconnected molecules or ions with the total composition C28H51FNO8 in a non-equilibrium geometry, from the Open Molecules 2025 dataset.

Each line ends with the Löwdin charge.
Element x y z (Å)
1 C -0.28 -2.12 2.06  -0.127
2 O -0.92 -2.61 0.89  -0.191
3 C -1.75 -1.63 0.24  -0.217
4 C -1.44 -0.14 0.57  -0.194
5 C -2.24 0.86 -0.36  -0.169
6 C -1.75 2.31 0.05  -0.195
7 C -0.78 2.94 -1.01  -0.193
8 C 0.75 2.65 -0.70  -0.181
9 C 1.53 2.77 -2.05  -0.156
10 C 2.27 1.42 -2.46  -0.377
11 C 3.40 1.23 -1.41  -0.132
12 C 4.07 -0.19 -1.37  -0.141
13 C 3.41 -1.17 -0.34  -0.200
14 F 3.11 -0.55 0.87  -0.064
15 C 1.14 0.31 -2.41  -0.054
16 C 1.18 -0.74 -3.58  -0.438
17 C 0.85 -2.15 -2.93  -0.025
18 C -0.02 -0.42 -4.55  -0.026
19 N 2.50 -0.88 -4.24  -0.134
20 O 2.38 -1.80 -5.15  -0.004
21 C 3.04 0.37 -4.80  -0.429
22 C 2.60 0.68 -6.28  -0.036
23 C 4.63 0.17 -4.85  -0.027
24 C 2.78 1.65 -3.93  -0.073
25 H 0.60 -1.47 1.84  0.084
26 H 0.15 -3.02 2.57  0.091
27 H -0.97 -1.66 2.80  0.078
28 H -1.57 -1.75 -0.86  0.103
29 H -2.85 -1.84 0.37  0.128
30 H -1.74 0.14 1.61  0.112
31 H -0.36 0.05 0.38  0.092
32 H -2.02 0.62 -1.43  0.093
33 H -3.33 0.77 -0.18  0.113
34 H -2.68 2.94 0.04  0.091
35 H -1.37 2.31 1.09  0.106
36 H -0.92 4.04 -1.08  0.113
37 H -1.06 2.49 -2.00  0.096
38 H 0.88 1.68 -0.19  0.088
39 H 1.03 3.44 0.03  0.116
40 H 0.92 3.19 -2.88  0.114
41 H 2.36 3.51 -1.88  0.119
42 H 4.21 1.95 -1.70  0.119
43 H 3.12 1.51 -0.38  0.113
44 H 5.11 -0.04 -1.01  0.115
45 H 4.16 -0.70 -2.35  0.096
46 H 2.56 -1.73 -0.77  0.090
47 H 4.20 -1.93 -0.10  0.119
48 H 1.19 -0.24 -1.44  0.098
49 H 0.12 0.76 -2.43  0.101
50 H 1.81 -2.61 -2.62  0.084
51 H 0.20 -2.00 -2.04  0.064
52 H 0.33 -2.83 -3.65  0.086
53 H -0.94 -0.44 -3.92  0.091
54 H 0.13 0.60 -4.97  0.086
55 H -0.17 -1.18 -5.34  0.090
56 H 1.69 0.15 -6.61  0.073
57 H 2.45 1.77 -6.45  0.088
58 H 3.40 0.39 -6.99  0.078
59 H 5.08 0.63 -5.76  0.079
60 H 5.06 0.67 -3.96  0.066
61 H 4.81 -0.92 -4.83  0.086
62 H 3.70 2.28 -3.89  0.127
63 H 2.01 2.28 -4.44  0.107
64 C -2.01 4.14 4.66  -0.020
65 C -3.41 4.17 4.09  -0.339
66 C -4.15 2.87 4.20  -0.097
67 O -5.06 2.95 3.10  0.066
68 C -4.49 3.75 2.17  -0.565
69 O -4.89 3.89 1.06  0.158
70 O -3.38 4.36 2.67  0.078
71 H -1.43 3.30 4.26  0.088
72 H -1.47 5.05 4.39  0.088
73 H -2.03 4.05 5.75  0.091
74 H -3.98 4.99 4.53  0.159
75 H -4.68 2.76 5.14  0.141
76 H -3.51 1.99 4.05  0.140
77 C -1.86 -6.18 6.80  -0.022
78 C -2.51 -5.17 5.89  -0.339
79 C -1.98 -5.19 4.48  -0.096
80 O -2.23 -3.84 4.05  0.055
81 C -2.21 -3.07 5.16  -0.557
82 O -2.20 -1.88 5.16  0.157
83 O -2.19 -3.83 6.29  0.089
84 H -0.77 -6.11 6.77  0.090
85 H -2.16 -6.00 7.84  0.088
86 H -2.15 -7.20 6.53  0.091
87 H -3.59 -5.28 5.91  0.160
88 H -2.51 -5.90 3.84  0.143
89 H -0.91 -5.37 4.41  0.141

Values from the calculation:
Kohn-Sham gap (spin up / spin down): 9.49 / 9.23 eV
Multiplicity: 2
Molar mass: 548.713 g mol⁻¹
Calculated total energy: -1853.9109 Eh
E_LUMO (spin up / spin down): 0.679 / -0.070 eV



Entry 3:
The following is a quantum chemistry calculation of 3 unconnected molecules or ions with the total composition C20H43BN2O8P2S3 in a non-equilibrium geometry, from the Open Molecules 2025 dataset.

Each line ends with the Löwdin charge.
Element x y z (Å)
1 C -4.32 -0.13 -0.30  -0.037
2 C -3.68 1.19 0.09  -0.263
3 C -3.88 1.74 1.35  -0.051
4 C -3.29 2.96 1.64  -0.029
5 C -2.47 3.64 0.75  -0.134
6 C -1.89 4.96 1.22  -0.352
7 C -1.83 6.07 0.16  -0.066
8 C -0.53 4.79 1.94  -0.041
9 C -2.22 3.06 -0.51  -0.210
10 O -1.39 3.72 -1.36  -0.034
11 C -1.36 3.28 -2.70  -0.160
12 C -0.50 2.08 -2.99  -0.205
13 O 0.87 2.37 -2.77  -0.189
14 C 1.66 1.21 -2.66  -0.275
15 C 2.43 1.23 -1.33  -0.816
16 S 1.18 1.23 0.02  0.850
17 O 3.29 0.11 -1.40  -0.201
18 C 3.63 -0.56 -0.20  -0.387
19 B 4.57 0.22 0.85  -0.721
20 N 4.06 0.51 2.18  0.166
21 O 5.85 0.57 0.54  0.126
22 P 4.69 -2.01 -0.78  0.861
23 N 4.78 -3.07 0.56  -0.172
24 O 3.66 -2.75 -1.83  -0.297
25 P 3.37 2.91 -1.39  0.955
26 C 3.06 3.62 0.27  -0.300
27 O 4.96 2.47 -1.42  -0.305
28 C -2.86 1.86 -0.82  0.014
29 H -3.79 -0.52 -1.17  0.074
30 H -4.21 -0.84 0.50  0.047
31 H -5.36 0.04 -0.57  0.085
32 H -4.50 1.23 2.07  0.101
33 H -3.47 3.38 2.62  0.111
34 H -2.57 5.32 1.99  0.115
35 H -1.89 7.03 0.67  0.076
36 H -0.86 6.06 -0.32  0.068
37 H -2.62 6.01 -0.57  0.079
38 H -0.23 3.75 1.90  0.067
39 H -0.62 5.06 2.99  0.071
40 H 0.22 5.43 1.49  0.063
41 H -2.37 3.07 -3.07  0.130
42 H -0.99 4.11 -3.29  0.137
43 H -0.64 1.77 -4.03  0.138
44 H -0.79 1.25 -2.35  0.097
45 H 1.05 0.31 -2.69  0.123
46 H 2.39 1.15 -3.47  0.131
47 H 0.78 -0.05 -0.06  -0.092
48 H 2.77 -1.01 0.31  0.078
49 H 4.53 0.00 2.91  0.079
50 H 3.08 0.24 2.24  0.050
51 H 6.07 1.34 1.06  0.102
52 H 3.90 -3.25 1.04  0.044
53 H 5.45 -2.72 1.23  0.027
54 H 3.73 -3.71 -1.73  0.023
55 H 3.71 4.47 0.43  0.039
56 H 3.12 2.91 1.09  0.011
57 H 2.05 4.02 0.19  0.014
58 H 5.50 3.03 -0.86  0.049
59 H -2.73 1.40 -1.78  0.099
60 C 2.40 -6.88 -3.30  -0.272
61 S 2.10 -7.06 -1.54  0.805
62 O 3.05 -6.15 -0.85  -0.563
63 C 2.75 -8.73 -1.41  -0.273
64 H 2.10 -5.88 -3.59  0.050
65 H 3.46 -7.02 -3.51  0.060
66 H 1.80 -7.61 -3.85  0.053
67 H 3.79 -8.74 -1.74  0.059
68 H 2.15 -9.40 -2.01  0.053
69 H 2.70 -9.02 -0.36  0.049
70 C -7.19 -2.93 3.10  -0.271
71 S -5.50 -2.45 2.71  0.783
72 O -5.09 -3.24 1.52  -0.546
73 C -4.75 -3.23 4.15  -0.271
74 H -7.83 -2.57 2.30  0.050
75 H -7.26 -4.01 3.18  0.058
76 H -7.49 -2.46 4.04  0.053
77 H -4.98 -4.30 4.15  0.058
78 H -5.12 -2.76 5.05  0.053
79 H -3.67 -3.09 4.08  0.050

Values from the calculation:
Kohn-Sham gap: 7.92 eV
Multiplicity: 1
Molar mass: 608.531 g mol⁻¹
Calculated total energy: -3401.4211 Eh
E_LUMO: 0.373 eV